DFT (the ωB97M-V functional and the def2-TZVPD basis) results for a cluster of 12 separate species, C96H212N12O16 in total in a non-equilibrium geometry.

## Properties
- F_max (eV/A) = 4.33
- structure (SMILES) = CC1(C)CCCC(C)(C)N1O.CC1(C)CCCC(C)(C)N1O.CC1(C)CCCC(C)(C)N1O.CC1(C)CCCC(C)(C)N1O.CC1(C)CCCC(C)(C)N1O.CC1(C)CCCC(C)(C)N1O.CC1(C)CCCC(C)(C)N1O.CC1(C)CCCC(C)(C)N1O.COCCNCCOC.COCCNCCOC.COCCNCCOC.COCCNCCOC
- DFT total energy (hartree) = -5645.09590
- frontier orbital gap (Eh) = 0.3150

ORCA input file:
```
! RIJCOSX wB97M-V def2-TZVPD def2/J DEFGRID3
* xyz 0 1
C 2.014 -6.956 6.776
C 3.368 -6.784 6.012
C 3.946 -8.125 5.745
C 3.059 -6.073 4.575
C 2.782 -4.569 4.790
C 4.124 -4.003 5.253
C 4.433 -4.536 6.705
C 5.815 -4.024 7.103
C 3.451 -3.983 7.744
N 4.402 -5.983 6.645
O 4.646 -6.431 7.988
H 1.443 -7.686 6.233
H 2.239 -7.207 7.811
H 1.426 -6.033 6.756
H 3.501 -8.651 4.856
H 5.093 -8.093 5.707
H 3.764 -8.730 6.591
H 3.974 -6.265 3.972
H 2.251 -6.654 4.105
H 2.478 -4.140 3.803
H 2.082 -4.231 5.513
H 4.129 -2.935 5.414
H 5.005 -4.266 4.588
H 5.991 -4.074 8.183
H 5.966 -3.011 6.827
H 6.595 -4.590 6.574
H 3.918 -3.302 8.440
H 3.077 -4.833 8.317
H 2.525 -3.466 7.413
H 3.921 -6.215 8.610
C -3.222 6.535 -6.599
C -1.688 6.537 -6.586
C -1.169 5.795 -7.915
C -1.087 7.953 -6.824
C -1.202 8.750 -5.484
C -0.420 8.039 -4.443
C -0.983 6.595 -4.065
C 0.083 6.029 -3.217
C -2.366 6.677 -3.461
N -1.002 5.953 -5.461
O -1.512 4.614 -5.242
H -3.580 7.385 -5.982
H -3.593 6.599 -7.575
H -3.789 5.660 -6.278
H -1.493 6.342 -8.852
H -0.097 5.774 -7.981
H -1.422 4.739 -8.054
H -0.020 7.951 -7.102
H -1.619 8.482 -7.605
H -0.805 9.722 -5.724
H -2.296 8.736 -5.130
H -0.306 8.633 -3.569
H 0.554 7.969 -4.811
H 1.017 5.891 -3.722
H -0.120 4.970 -2.898
H 0.207 6.631 -2.362
H -3.001 7.364 -3.968
H -2.489 7.019 -2.405
H -2.845 5.683 -3.549
H -0.718 4.083 -5.056
C -3.520 -3.811 6.923
C -3.584 -2.328 7.251
C -4.868 -2.037 8.080
C -2.291 -1.805 8.172
C -1.080 -1.584 7.309
C -1.471 -0.692 6.151
C -2.465 -1.294 5.212
C -2.918 -0.258 4.155
C -1.932 -2.537 4.399
N -3.764 -1.423 6.116
O -4.792 -1.885 5.215
H -3.996 -4.144 5.969
H -2.519 -4.129 6.925
H -4.020 -4.295 7.834
H -4.872 -0.981 8.264
H -5.773 -2.339 7.492
H -4.950 -2.595 9.086
H -2.621 -0.918 8.680
H -2.049 -2.466 8.981
H -0.222 -1.099 7.766
H -0.725 -2.564 6.957
H -0.618 -0.419 5.508
H -1.838 0.272 6.519
H -3.597 -0.872 3.508
H -2.000 0.079 3.778
H -3.455 0.558 4.699
H -1.131 -2.140 3.718
H -2.782 -2.835 3.801
H -1.603 -3.401 4.927
H -4.741 -2.869 5.249
C -1.717 4.928 0.356
C -0.311 4.838 0.864
C -0.305 4.398 2.311
C 0.598 3.994 -0.091
C 2.057 4.190 0.150
C 2.422 5.667 0.019
C 1.669 6.616 0.926
C 2.247 6.314 2.322
C 1.882 8.097 0.530
N 0.255 6.272 0.601
O -0.561 7.058 1.641
H -2.066 3.930 0.218
H -2.258 5.404 1.136
H -1.703 5.490 -0.559
H -0.903 3.499 2.399
H 0.641 4.222 2.768
H -0.701 5.100 3.012
H 0.291 2.997 -0.057
H 0.287 4.352 -1.077
H 2.353 3.893 1.164
H 2.702 3.653 -0.532
H 2.333 5.961 -1.029
H 3.440 5.863 0.175
H 1.591 6.457 3.180
H 3.100 7.031 2.454
H 2.557 5.279 2.295
H 2.992 8.132 0.357
H 1.528 8.900 1.188
H 1.484 8.291 -0.442
H -0.511 8.016 1.460
C 4.824 -0.834 0.512
C 6.029 -1.211 -0.286
C 6.591 -0.038 -1.199
C 7.180 -1.443 0.727
C 7.141 -2.840 1.403
C 6.924 -3.969 0.371
C 5.690 -3.665 -0.526
C 5.651 -4.678 -1.682
C 4.374 -3.965 0.271
N 5.907 -2.396 -1.111
O 5.004 -2.112 -2.178
H 4.791 -1.265 1.528
H 4.888 0.232 0.759
H 3.837 -0.959 -0.020
H 7.065 0.775 -0.629
H 7.232 -0.487 -1.897
H 5.800 0.448 -1.813
H 8.073 -1.325 0.151
H 7.074 -0.651 1.459
H 8.104 -2.989 1.893
H 6.360 -2.839 2.179
H 6.817 -4.938 0.815
H 7.826 -4.062 -0.309
H 6.002 -5.625 -1.344
H 6.440 -4.305 -2.375
H 4.591 -4.606 -2.212
H 3.549 -3.713 -0.325
H 4.289 -3.463 1.221
H 4.380 -5.051 0.443
H 4.191 -1.812 -1.791
C 5.518 0.140 6.425
C 5.297 0.949 5.140
C 6.474 0.667 4.141
C 3.969 0.447 4.564
C 3.291 1.454 3.529
C 3.248 2.750 4.298
C 4.598 3.319 4.710
C 5.404 3.610 3.513
C 4.358 4.520 5.530
N 5.191 2.323 5.709
O 6.521 2.731 6.018
H 4.672 0.175 7.044
H 5.750 -0.904 6.146
H 6.376 0.518 7.023
H 7.399 1.043 4.631
H 6.419 -0.380 3.885
H 6.343 1.250 3.241
H 4.197 -0.547 4.045
H 3.279 0.174 5.322
H 3.917 1.446 2.633
H 2.292 1.034 3.305
H 2.646 2.709 5.223
H 2.773 3.522 3.769
H 4.892 4.388 2.885
H 5.516 2.730 2.910
H 6.404 3.967 3.691
H 5.245 5.053 5.848
H 3.794 4.263 6.392
H 3.665 5.285 5.011
H 6.399 3.022 6.963
C 0.481 -3.935 -0.175
C 0.349 -4.037 -1.690
C 1.751 -3.706 -2.318
C -0.044 -5.435 -2.104
C -0.556 -5.610 -3.593
C -1.687 -4.680 -3.815
C -1.375 -3.185 -3.427
C -0.401 -2.582 -4.546
C -2.672 -2.396 -3.305
N -0.777 -3.133 -2.118
O -0.271 -1.804 -1.839
H 1.187 -4.725 0.218
H 0.984 -2.950 -0.035
H -0.491 -3.876 0.373
H 2.558 -4.245 -1.736
H 1.766 -4.131 -3.299
H 1.784 -2.616 -2.218
H 0.695 -6.216 -1.906
H -0.851 -5.787 -1.488
H 0.288 -5.422 -4.257
H -0.846 -6.612 -3.699
H -2.403 -4.979 -3.037
H -2.119 -4.693 -4.830
H -1.034 -2.187 -5.381
H 0.328 -3.335 -4.853
H 0.111 -1.673 -4.193
H -3.190 -2.396 -4.309
H -2.453 -1.335 -3.102
H -3.314 -2.841 -2.575
H -0.758 -1.375 -1.098
C 1.156 2.476 -3.258
C 2.359 1.473 -3.695
C 2.692 0.554 -2.505
C 1.848 0.740 -4.972
C 1.838 1.711 -6.206
C 3.243 2.179 -6.416
C 3.727 2.980 -5.247
C 5.252 3.249 -5.328
C 2.992 4.320 -5.009
N 3.618 2.078 -3.997
O 4.083 2.845 -2.818
H 1.545 3.408 -2.852
H 0.646 2.622 -4.159
H 0.457 1.973 -2.611
H 3.568 -0.039 -2.786
H 2.884 1.100 -1.629
H 1.820 -0.049 -2.223
H 2.473 -0.077 -5.196
H 0.868 0.360 -4.674
H 1.512 1.115 -7.046
H 1.204 2.572 -6.125
H 3.339 2.876 -7.245
H 3.876 1.322 -6.600
H 5.589 3.875 -4.465
H 5.550 3.611 -6.279
H 5.716 2.231 -5.356
H 3.130 4.724 -4.024
H 1.946 4.181 -5.295
H 3.364 5.133 -5.624
H 4.998 2.588 -2.704
C -6.047 -1.463 1.865
O -5.979 -0.847 0.623
C -6.776 -1.556 -0.398
C -6.509 -1.148 -1.826
N -7.010 0.160 -2.127
C -6.764 0.521 -3.464
C -7.047 2.039 -3.627
O -6.338 2.744 -2.662
C -6.853 4.069 -2.539
H -5.369 -1.004 2.553
H -5.730 -2.510 1.581
H -7.046 -1.391 2.361
H -7.911 -1.450 -0.176
H -6.454 -2.579 -0.262
H -7.189 -1.872 -2.338
H -5.484 -1.225 -2.160
H -6.517 0.792 -1.547
H -7.267 -0.020 -4.309
H -5.740 0.494 -3.719
H -8.152 2.125 -3.403
H -6.881 2.349 -4.613
H -6.337 4.509 -1.707
H -7.931 3.975 -2.305
H -6.766 4.757 -3.379
C -5.799 3.333 -7.885
O -4.955 2.231 -7.664
C -4.438 1.989 -6.384
C -4.487 0.477 -6.282
N -3.544 -0.026 -7.229
C -3.556 -1.442 -7.419
C -2.310 -1.918 -8.083
O -2.139 -3.244 -7.877
C -0.874 -3.625 -8.287
H -6.680 3.231 -7.207
H -5.894 3.389 -8.974
H -5.312 4.253 -7.748
H -5.010 2.487 -5.610
H -3.430 2.538 -6.335
H -5.438 0.196 -6.647
H -4.279 0.142 -5.243
H -3.496 0.476 -8.104
H -4.528 -1.771 -7.919
H -3.561 -1.820 -6.416
H -1.492 -1.251 -7.692
H -2.401 -1.682 -9.183
H -0.128 -3.270 -7.551
H -0.557 -3.356 -9.275
H -0.840 -4.735 -8.098
C 1.540 -1.170 2.943
O 0.694 -0.173 2.408
C 0.881 0.006 1.034
C -0.312 0.587 0.314
N -1.436 -0.353 0.313
C -2.721 0.305 0.091
C -2.853 0.909 -1.358
O -2.064 1.992 -1.821
C -2.461 2.518 -3.063
H 1.248 -2.151 2.578
H 1.415 -1.172 4.019
H 2.588 -0.979 2.645
H 1.034 -1.057 0.581
H 1.718 0.598 0.758
H -0.066 0.973 -0.680
H -0.627 1.559 0.857
H -1.481 -0.864 1.187
H -2.794 1.098 0.829
H -3.560 -0.422 0.136
H -3.854 1.243 -1.469
H -2.743 0.064 -1.985
H -1.967 3.462 -3.211
H -3.515 2.673 -3.115
H -2.150 1.865 -3.878
C -3.886 -3.433 -0.202
O -4.543 -4.388 0.642
C -3.627 -4.841 1.614
C -4.303 -5.462 2.748
N -5.036 -4.432 3.429
C -6.145 -5.043 4.179
C -7.275 -5.435 3.304
O -7.991 -4.275 2.953
C -8.928 -4.593 1.982
H -3.246 -3.966 -0.898
H -3.343 -2.699 0.410
H -4.593 -2.851 -0.731
H -3.080 -3.931 2.021
H -2.872 -5.526 1.181
H -3.390 -5.730 3.255
H -4.964 -6.326 2.507
H -5.481 -3.793 2.808
H -6.490 -4.350 4.960
H -5.811 -5.891 4.708
H -7.975 -6.081 3.816
H -6.968 -5.927 2.348
H -8.561 -4.941 1.033
H -9.502 -3.736 1.773
H -9.692 -5.329 2.340
*
```

Atomic partial charges in e from the Löwdin method, atoms 1 to 8: -0.016, -0.515, -0.063, -0.098, -0.173, -0.128, -0.511, -0.033